Entry 1:
58
Properties=species:S:1:pos:R:3:forces:R:3 method="wB97M-V/def2-TZVPD" smiles="O=C(O)CCC[C@@H]1OC(=O)O[C@H]1F.CCCC#N.CCCC#N.CCCC#N" largest_force_ev_per_a=5.32 total_energy_ha=-1382.2171
O -2.586524 -3.030847 1.722200 1.0128 4.9625 1.6147
C -2.197800 -1.887874 2.092906 -0.4561 -2.7441 -0.8712
O -2.962808 -1.103902 3.032956 2.6067 -1.0990 -1.2747
C -0.828474 -1.204130 1.546864 -1.6862 -0.7780 -0.3648
C -0.167133 -2.158636 0.450909 0.1851 -0.2484 -0.6786
C 1.373170 -1.824547 0.083278 -0.4656 -0.7411 0.6811
C 2.278659 -1.291307 1.302365 1.9163 1.0818 -2.5229
O 2.232400 -2.027196 2.562731 -0.5195 3.3450 1.5373
C 2.379175 -1.003145 3.568919 0.0153 0.0246 2.2383
O 2.084535 -1.068784 4.773223 1.2880 -0.2099 -5.0864
O 2.950753 0.200815 2.990252 -1.3469 -1.7380 -0.4518
C 2.218520 0.260792 1.724329 -2.3582 -0.2016 0.3074
F 2.655811 1.190148 0.727860 0.2346 -2.0988 2.1151
H -2.262368 -0.542349 3.457045 -1.0759 -0.3314 -0.5067
H -1.174805 -0.226053 1.021539 0.9024 -1.7140 1.2911
H -0.192044 -1.021714 2.476551 -0.7717 -0.0512 -1.3262
H -0.779182 -2.017986 -0.523384 1.3866 -0.4326 1.9817
H -0.243516 -3.279679 0.694545 0.0424 1.8624 0.1353
H 1.844279 -2.828077 -0.247364 -0.6730 1.6865 0.4912
H 1.421262 -1.149431 -0.856007 0.1099 -0.8128 2.1600
H 3.376138 -1.391924 0.941686 -1.5977 0.1362 0.4206
H 1.173583 0.668079 2.037528 1.8448 -0.9052 -1.0303
C 5.606217 -1.271184 -3.459411 0.0276 -0.0814 -0.0287
C 4.777615 -0.270641 -4.255599 0.3363 -0.2074 -0.0619
C 3.578997 0.272479 -3.476210 0.0607 0.2196 -0.2696
C 2.598290 -0.771946 -3.164408 -0.1473 -0.0639 0.0805
N 1.833157 -1.594791 -2.914576 0.3644 0.2243 -0.4407
H 5.024445 -2.161201 -3.206323 0.0141 0.0742 0.0170
H 6.469741 -1.595120 -4.045325 -0.0539 0.0101 0.0896
H 5.974157 -0.824853 -2.531551 -0.0175 -0.0439 -0.0386
H 4.441287 -0.739906 -5.185510 -0.0587 0.1143 0.0859
H 5.420907 0.569221 -4.536946 -0.1792 0.0065 0.0151
H 3.091173 1.048783 -4.073447 -0.1215 -0.1107 0.1355
H 3.919325 0.750966 -2.552655 -0.1305 -0.1457 0.0263
C -1.362056 4.459974 3.793670 0.0144 -0.0205 0.0696
C -0.355310 4.932008 2.751872 -0.0460 0.0521 0.4202
C -0.645147 4.395755 1.348902 0.2325 0.3007 -0.0324
C -0.516742 2.937482 1.273301 -0.1405 -0.1321 -0.1420
N -0.421178 1.791880 1.217240 -0.1265 0.9454 0.0259
H -1.337344 3.373531 3.910959 -0.0246 0.0586 -0.0310
H -1.133409 4.903486 4.765560 -0.0588 -0.0594 -0.0727
H -2.378462 4.753511 3.517682 0.0440 -0.0367 0.0311
H 0.651999 4.640923 3.065949 -0.0600 0.0299 -0.1427
H -0.375088 6.025853 2.718463 0.0553 -0.1149 -0.1432
H 0.058425 4.849687 0.644468 -0.0674 -0.2091 -0.0486
H -1.648201 4.697760 1.033006 0.0409 -0.2037 0.0067
C -5.368461 -1.468363 -3.080338 0.0109 -0.0481 -0.0822
C -5.138201 -2.157518 -1.740893 -0.1840 -0.0814 -0.3595
C -4.331836 -1.307841 -0.757825 -0.1903 -0.2928 0.2354
C -2.963923 -1.063318 -1.225646 0.0603 0.2851 -0.1118
N -1.890953 -0.868196 -1.596579 -0.8069 0.2376 -0.2230
H -4.425853 -1.278171 -3.600003 -0.0476 0.0251 0.0537
H -5.982340 -2.099530 -3.727540 0.0427 0.0909 0.0234
H -5.886481 -0.514722 -2.946508 0.0337 -0.0382 -0.0299
H -4.637023 -3.115684 -1.909750 -0.0015 0.0998 0.1397
H -6.111140 -2.381475 -1.292236 0.1661 0.0171 0.1005
H -4.289005 -1.826395 0.204998 0.1788 0.0901 -0.0677
H -4.840909 -0.355208 -0.582030 0.1857 0.0156 -0.0902



Entry 2:
58
Properties=species:S:1:pos:R:3:forces:R:3 method="wB97M-V/def2-TZVPD" largest_force_ev_per_a=0.74 spin_multiplicity=2 total_energy_ha=-2776.3063 total_charge=+2
Mn -0.276374 -0.202523 -0.531908 -0.3848 0.4418 0.4593
C -0.428638 -1.628821 1.738069 -0.1389 0.0014 -0.0411
C -1.865217 -1.144674 1.729072 0.1384 0.0848 -0.0309
O -2.045393 -0.470210 0.455271 -0.2766 -0.3138 -0.0598
C -2.866146 0.727428 0.487551 0.0558 -0.0217 0.0310
C -2.301100 1.684511 -0.540901 -0.0404 -0.0334 0.0035
O -0.876573 1.703183 -0.303134 -0.0632 0.2857 -0.2140
C -0.098752 2.456819 -1.254292 0.0457 -0.0113 -0.0157
C 1.346058 2.266798 -0.835811 -0.0658 -0.0766 0.0812
O 1.531080 0.858519 -0.542166 0.2796 -0.0255 -0.3315
C 2.300483 0.594009 0.659265 -0.0333 0.0264 0.0067
C 1.768863 -0.693041 1.232132 0.0812 -0.0763 -0.0557
O 0.349631 -0.463020 1.379633 0.2431 -0.3919 0.0983
H -0.261231 -2.411003 0.982490 -0.0434 0.0145 0.0550
H -0.129108 -2.027327 2.708420 -0.0295 0.1224 0.0266
H -2.031606 -0.418057 2.525219 0.0575 -0.0601 0.0353
H -2.573502 -1.966105 1.835527 0.0226 0.0064 -0.0937
H -2.804910 1.147877 1.491952 0.0139 0.0802 -0.0489
H -3.904407 0.479457 0.264847 0.0479 -0.0362 -0.0207
H -2.722853 2.684704 -0.426562 0.0361 -0.0298 0.0901
H -2.480651 1.325452 -1.556809 -0.0111 0.0037 0.0084
H -0.387236 3.509746 -1.244617 0.0454 -0.0164 0.0954
H -0.280119 2.043309 -2.250544 -0.0045 0.0302 -0.0024
H 1.569423 2.834980 0.067056 -0.0743 0.0521 -0.0323
H 2.029717 2.579245 -1.626111 -0.0094 -0.0566 0.0076
H 2.130639 1.416183 1.356211 0.0417 -0.0767 0.0728
H 3.364973 0.525467 0.432343 -0.0474 -0.0201 -0.0812
H 2.233716 -0.948797 2.185467 -0.0669 0.1344 0.0403
H 1.917064 -1.531318 0.539223 0.0553 0.0396 0.0418
C -1.635620 1.756916 -7.153360 -0.0499 -0.0351 -0.0311
C -0.663709 2.476401 -6.229298 0.0700 0.0674 0.0653
C 0.326382 1.529934 -5.570710 -0.0399 -0.1217 0.0286
N -0.391789 0.668888 -4.605238 0.0137 -0.0760 0.0466
C 0.042493 -0.384008 -3.946414 0.0357 -0.1798 0.1090
S -0.882996 -0.992847 -2.575090 0.0928 0.0979 -0.2514
N 1.143133 -1.060508 -4.277807 0.0312 0.1268 0.0207
C 1.888269 -1.200339 -5.537569 -0.0093 -0.1108 0.0285
O 3.077358 -1.232659 -5.448765 0.0314 0.0755 -0.0131
C 1.092741 -1.416504 -6.760036 0.0390 0.0756 0.0910
C -0.228391 -1.860027 -6.715308 -0.0061 -0.0174 -0.0947
C -0.915048 -2.075136 -7.899007 0.0122 0.0092 0.0324
C -0.287284 -1.839273 -9.114867 0.0132 0.0121 -0.0368
C 1.033760 -1.407879 -9.158785 0.0265 -0.0065 0.0336
C 1.732668 -1.203960 -7.982260 -0.0900 -0.0121 -0.0401
H -2.312144 2.462039 -7.632021 0.0044 0.0162 -0.0008
H -2.249777 1.026916 -6.621458 -0.0047 -0.0066 0.0230
H -1.099469 1.219128 -7.936266 0.0221 0.0004 -0.0222
H -1.200529 3.040736 -5.458119 -0.0014 0.0003 0.0031
H -0.085175 3.214813 -6.785655 -0.0069 -0.0163 -0.0260
H 1.109636 2.057823 -5.021173 -0.0139 0.0387 -0.0431
H 0.791192 0.911584 -6.333020 0.0206 0.0184 -0.0172
H -1.310341 0.987438 -4.330908 -0.0223 0.0000 -0.0176
H 1.521265 -1.646270 -3.545549 -0.0255 -0.0356 -0.0273
H -0.709313 -2.082812 -5.771783 -0.0179 0.0027 0.0155
H -1.932977 -2.438654 -7.877795 -0.0098 -0.0070 0.0113
H -0.826173 -2.005673 -10.037848 -0.0091 -0.0077 -0.0052
H 1.520485 -1.245265 -10.110008 -0.0009 0.0105 -0.0162
H 2.765321 -0.883290 -7.993777 0.0199 0.0035 0.0090



Entry 3:
56
Properties=species:S:1:pos:R:3:forces:R:3 method="wB97M-V/def2-TZVPD" largest_force_ev_per_a=15.55 total_energy_ha=-1549.9995
C 2.098997 0.617483 -3.113017 -1.0472 -0.3776 0.8553
H 2.453798 0.795253 -2.074861 0.1106 0.1174 -0.9959
O 1.553566 -0.832457 -3.057321 -1.4224 4.8902 -1.2204
C 2.492404 -1.772682 -3.315150 -1.1912 -0.9370 -3.5749
C 3.044457 -2.169087 -2.116896 9.7099 0.7218 4.1026
H 3.791234 -1.197810 -1.719467 -2.4249 -2.1266 -0.3345
H 4.042522 -2.716465 -2.381564 -1.9123 -0.1958 0.4818
C 2.256785 -2.789452 -1.010434 2.0674 0.8954 2.0017
N 1.909892 -1.737331 -0.095195 -0.9094 4.3222 1.9728
C 1.616123 -1.873706 1.267592 5.1984 -11.4310 -5.2885
O 1.860687 -3.109057 1.781386 -2.0120 5.6414 -1.4758
C 1.408065 -0.773055 1.977455 -3.9996 8.2894 7.1731
N 0.042040 0.107750 1.379776 9.5413 -2.5146 -2.0016
S 0.657008 1.408391 0.590611 -10.7768 5.5580 0.3251
O 1.830921 1.132830 -0.046403 5.9722 -1.6172 -1.6121
O 0.419451 2.777183 1.170110 1.2817 -3.2930 -0.1592
C -0.702136 1.412755 -0.823944 6.6565 -8.8511 5.3697
C -0.806966 0.131188 -1.416115 0.4334 -3.2234 2.6921
C -1.698964 -0.161496 -2.326434 0.1407 7.0913 -1.1682
C -2.217437 1.140740 -2.942721 -3.9980 -13.2327 -4.7865
C -2.120059 2.231742 -2.419009 3.9808 12.6614 4.4090
C -1.016964 2.470278 -1.320634 -6.6305 5.4963 -4.9645
H -0.904165 3.333009 -0.752112 0.2381 1.9830 0.2007
H -2.414668 3.298833 -2.743134 -0.3828 -2.2171 -0.1410
C -3.279855 0.661148 -4.096827 -1.0309 10.7342 8.4702
H -4.256956 0.561242 -3.694316 -0.6366 -0.9967 0.1779
H -3.015288 0.367334 -4.920605 3.1925 -4.8607 -8.2133
H -3.350521 1.805380 -4.496528 -0.6997 -1.9665 0.4568
H -1.802592 -0.912070 -2.974676 -0.3215 -3.5737 -1.4849
H -0.335275 -0.750625 -0.956681 0.4007 0.7626 0.0528
C -1.004582 0.028537 2.151367 -6.8040 3.9908 1.4868
C -1.733170 -1.357665 2.142931 4.3111 5.9669 13.7020
C -3.038228 -1.189960 2.840944 -3.2230 1.7851 -4.3205
C -3.131812 -0.453517 4.085020 4.7281 0.3872 3.6120
C -2.465612 0.928478 3.995047 6.2991 -4.8529 6.2482
C -0.875976 0.733894 3.600832 -6.8600 9.0796 -8.6949
H -0.487990 0.112560 4.154388 4.6318 -5.5680 6.3951
H -0.439957 2.021301 3.414596 -0.7680 -4.5759 0.8077
H -2.358966 1.349219 5.038165 -0.8358 -0.0823 -1.1407
H -2.865124 1.499324 3.364665 -3.3525 5.0255 -4.9993
H -4.052344 -0.263014 4.633961 -0.2279 -1.0760 -0.2803
H -2.197148 -0.967509 4.799078 -3.1858 0.7080 -1.0955
H -3.453643 -2.149865 2.784784 -1.2199 -1.3685 0.6280
H -3.770946 -0.515446 2.023127 1.8452 -1.8466 1.8601
H -0.980842 -1.998919 2.753008 -1.4215 0.4037 -0.8177
H -1.808869 -1.677958 1.324331 -1.1463 -4.6856 -12.0591
H -1.762262 0.845265 1.475139 1.2650 -2.1136 1.9795
H 2.093405 0.147406 2.112978 -0.1547 -2.3353 -0.6324
H 1.123612 -1.040625 3.123723 0.5651 0.5076 -2.8796
H 2.082720 -0.682030 -0.420054 -0.7582 -3.3359 0.8221
H 2.751194 -3.545601 -0.355917 -0.1266 0.2129 -1.0349
H 1.395870 -3.145631 -1.433201 -2.3931 -1.4808 -0.9390
H 1.926114 -2.750805 -3.551750 0.5536 1.4436 -1.3359
H 3.272532 -1.344724 -4.048784 -1.1384 -1.4021 0.6241
H 1.184011 1.345672 -3.224612 1.7432 -1.6902 -0.2502
H 2.973647 0.834314 -3.855702 -1.8548 -0.8469 0.9937